Entry 1:
This record from the Open Molecules 2025 dataset describes the molecule C4H6ClF. The level of theory is the ωB97M-V functional and the def2-TZVPD basis.

CARTESIAN COORDINATES (ANGSTROEM)
C1 -1.131 0.005 -1.300
C2 0.287 -0.308 -0.852
C3 0.796 -0.464 0.378
F1 2.099 -0.844 0.454
C4 0.270 0.136 1.702
Cl1 1.380 1.473 1.903
H1 -1.153 -0.511 -2.222
H2 -1.986 -0.119 -0.655
H3 -1.216 1.118 -1.534
H4 0.851 -0.257 -1.816
H5 0.573 -0.583 2.442
H6 -0.770 0.353 1.498

Forces on the atoms, in the same order (eV/Å):
C 0.801 2.601 0.764
C -0.546 0.545 -0.223
C -0.220 0.817 -1.234
F -0.184 -0.015 0.269
C 1.496 -2.158 -2.689
Cl -0.090 1.370 0.622
H -1.072 -0.565 -0.929
H -0.053 -0.841 0.339
H 0.369 -1.163 -0.046
H 0.480 -0.849 1.505
H -0.859 -0.115 0.785
H -0.124 0.374 0.838

Results
Charge: 0
Structure (SMILES): C/C=C(/F)CCl
2S+1: 1
Frontier orbital gap, eV: 10.21
Lowest unoccupied orbital energy, eV: 0.92

Entry 2:
This record from the Open Molecules 2025 dataset describes the molecule C4H6ClF. The level of theory is the ωB97M-V functional and the def2-TZVPD basis.

CARTESIAN COORDINATES (ANGSTROEM)
C1 -0.308 -0.077 -1.497
C2 -0.606 0.582 -0.164
F1 -0.560 2.049 -0.304
C3 0.234 0.343 1.071
C4 0.657 -0.911 1.389
Cl1 1.628 -0.954 2.809
H1 -0.523 -1.140 -1.723
H2 -0.731 0.578 -2.160
H3 0.771 -0.099 -1.720
H4 -1.682 0.304 -0.159
H5 0.663 1.208 1.497
H6 0.459 -1.883 0.959

Forces on the atoms, in the same order (eV/Å):
C 3.534 -1.210 0.732
C -1.174 0.672 0.007
F -0.115 -1.932 -0.382
C -0.277 -3.566 -2.216
C -0.428 2.705 0.470
Cl 0.571 -0.638 0.480
H -0.905 0.646 0.844
H -1.289 1.180 -2.103
H -0.023 0.497 0.149
H 0.299 0.706 1.408
H 0.069 0.662 0.796
H -0.262 0.278 -0.184

Results
Charge: 0
Structure (SMILES): C[C@H](F)/C=C/Cl
2S+1: 1
Frontier orbital gap, eV: 10.37
Lowest unoccupied orbital energy, eV: 0.87

Entry 3:
This record from the Open Molecules 2025 dataset describes the molecule C4H6ClIO. The level of theory is the ωB97M-V functional and the def2-TZVPD basis.

CARTESIAN COORDINATES (ANGSTROEM)
C1 0.551 -0.916 1.029
C2 -0.123 0.095 0.123
C3 0.307 -0.288 -1.287
I1 -2.700 -0.444 0.115
C4 -0.392 1.578 0.440
O1 -0.328 2.007 1.558
Cl1 -0.581 2.710 -0.825
H1 0.470 -0.523 2.056
H2 1.584 -0.948 0.749
H3 -0.014 -1.832 1.083
H4 -0.227 -1.145 -1.719
H5 1.409 -0.757 -1.280
H6 0.046 0.463 -2.043

Forces on the atoms, in the same order (eV/Å):
C -1.547 2.345 2.413
C -1.718 -1.225 -2.282
C 0.889 -0.909 -0.913
I 1.920 0.431 0.074
C 1.319 -0.995 2.155
O -0.181 -0.576 -0.225
Cl -0.316 0.254 -1.199
H 0.316 -0.172 -0.155
H 0.481 -0.531 -0.079
H 0.287 -0.499 -0.616
H -0.237 -0.096 0.759
H -2.110 1.844 -0.195
H 0.897 0.128 0.264

Results
Charge: 0
Structure (SMILES): CC(C)(I)C(=O)Cl
2S+1: 1
Frontier orbital gap, eV: 7.83
Lowest unoccupied orbital energy, eV: -1.75